Entry from OMol25: 2 unconnected molecules or ions with the total composition C4H2F4NO2 at a distorted geometry (ωB97M-V with the def2-TZVPD basis set).

Geometry (Å):
C -2.298 0.905 -1.393
C 0.718 0.165 -0.304
C 1.177 0.340 1.122
C 1.668 -0.755 1.788
N 0.808 -1.002 -0.799
O -1.199 0.940 -1.897
O -3.191 1.685 -1.297
F 1.121 1.457 1.907
F 1.082 -1.270 2.862
F 2.093 -1.801 1.048
F -2.503 -0.299 -0.653
H 0.329 -1.438 -1.621
H 0.196 1.074 -0.764

Calculated total energy ... -758.2372 Ha
2S+1 ... 3
HOMO energy (spin up / spin down) ... -4.18 / -5.06 eV
Net charge ... -1
Maximum force ... 5.74 eV/A